Entry 1:
The following is a quantum chemistry calculation of a single C6H11NO molecule in a non-equilibrium geometry, from the OMol25 dataset.

For the LUMO energy, the calculation gives 0.887 eV. For the largest force on an atom, the calculation gives 2.63 eV/Å. The calculation puts the frontier orbital gap at 10.53 eV. The HOMO energy is -9.6 eV. Its calculated total energy is -9936.640 eV.

```
19
Properties=species:S:1:pos:R:3:forces:R:3
C -0.74888 -0.51267 0.08235 -2.429 0.908 0.228
C 0.09079 0.73957 -0.00402 2.494 -0.519 -0.654
C 2.22748 -0.58151 0.93274 -0.180 0.047 0.012
C 1.61956 0.35452 -0.08045 0.438 1.125 -0.954
C -2.23204 -0.21834 -0.33672 0.504 -0.178 -0.907
C -2.63320 0.39787 -1.45497 0.304 -0.262 0.605
O -0.78382 -0.98445 1.42068 0.128 -0.209 0.408
N 2.33124 0.89929 -1.00785 -0.896 -0.280 0.782
H -1.21212 -0.30218 1.96588 0.223 -0.336 -0.300
H -0.36960 -1.32294 -0.54667 0.081 0.086 0.182
H 3.32096 0.63348 -0.93037 -0.403 -0.105 0.021
H -0.02984 1.37907 0.87622 -0.278 -0.121 -0.046
H -0.10630 1.32620 -0.90494 -0.029 -0.092 0.174
H -2.99845 -0.65797 0.30124 0.252 -0.007 0.081
H 1.79237 -1.57866 0.83188 -0.085 0.088 0.270
H 2.04540 -0.19803 1.93971 -0.092 -0.269 0.010
H 3.30784 -0.67310 0.78449 -0.170 0.118 -0.065
H -3.68864 0.47033 -1.70515 0.172 0.061 0.111
H -1.93274 0.82951 -2.16403 -0.034 -0.054 0.044
```
Forces are in eV/Å.


Entry 2:
The following is a quantum chemistry calculation of a single C6H8 molecule in a non-equilibrium geometry, from the OMol25 dataset.

For the LUMO energy, the calculation gives 1.089 eV. For the largest force on an atom, the calculation gives 4.19 eV/Å. The calculation puts the frontier orbital gap at 10.73 eV. The HOMO energy is -9.6 eV. Its calculated total energy is -6348.769 eV.

```
14
Properties=species:S:1:pos:R:3:forces:R:3
C -1.24729 -0.93635 0.77744 -0.574 0.280 -0.866
C -0.05312 -0.37290 -0.10184 0.385 -0.568 0.783
C 0.53395 0.88189 0.45600 0.287 2.300 0.413
C 1.75484 1.02723 1.01728 -1.245 -0.519 -0.188
C -0.36826 -0.15201 -1.52892 -0.036 -0.182 -2.870
C -0.46912 -0.02011 -2.75059 0.093 -0.558 4.156
H -1.61183 -1.89000 0.33009 0.194 0.724 0.295
H -2.13050 -0.24062 0.90762 1.066 -0.532 -0.614
H -0.92800 -1.13809 1.79262 0.429 -0.093 0.081
H 0.82300 -1.06725 -0.00969 -1.002 -0.065 -0.416
H -0.11430 1.80127 0.30153 0.807 -1.078 0.452
H 2.05827 1.98404 1.45814 -0.020 -0.447 -0.382
H 2.42541 0.15787 1.12527 -0.318 0.536 -0.031
H -0.67303 -0.03497 -3.77496 -0.064 0.202 -0.814
```
Forces are in eV/Å.


Entry 3:
The following is a quantum chemistry calculation of a molecular structure, C2H25O18STl2 in a non-equilibrium geometry, from the OMol25 dataset.

For the LUMO energy, the calculation gives -16.782 eV. For the largest force on an atom, the calculation gives 3.60 eV/Å. Its charge is +3. The calculation puts the frontier orbital gap at 2.23 eV. The HOMO energy is -19.0 eV. Its calculated total energy is -59517.822 eV.

```
48
Properties=species:S:1:pos:R:3:forces:R:3
Tl -0.22409 -2.81137 -2.85393 -1.106 0.278 0.362
Tl 2.69856 3.38287 -1.62466 -0.114 0.062 0.082
S 0.11577 -0.01248 -0.42313 -0.116 0.116 -0.827
O 1.16195 1.01695 -0.54314 -0.039 -0.630 0.579
O 0.64917 -1.38689 -0.36024 0.459 0.174 -0.107
O -0.71542 0.23768 0.78202 0.150 -0.057 0.020
O -0.73357 0.07273 -1.61736 0.020 -0.136 -0.267
O 3.26878 -1.92231 -0.71139 -0.169 -1.010 -0.598
C 3.38763 -2.83594 -1.61611 0.039 2.685 2.394
O 2.46834 -3.63125 -1.89485 0.761 -1.027 -1.703
O 4.41903 -2.98131 -2.28552 -0.585 -1.417 -0.722
H 2.39766 -2.11421 -0.26337 0.005 0.795 0.530
C -2.68318 -1.04728 3.26545 -0.629 0.785 -0.189
O -2.87389 -0.72384 1.91277 0.122 -0.541 0.297
H -2.20522 -2.03867 3.37477 0.339 -0.154 -0.043
H -2.05382 -0.29332 3.74883 0.283 -0.163 0.104
H -3.64729 -1.13272 3.76623 -0.101 -0.014 -0.197
H -2.03934 -0.38067 1.51443 -0.128 -0.005 0.260
O 0.17230 2.52777 -2.93577 0.301 -0.069 -0.117
H -0.24706 1.73374 -2.58565 -0.104 0.048 -0.028
H -0.01312 2.50229 -3.88427 -0.036 0.260 0.049
O 1.37980 -2.29914 2.01478 -0.053 0.002 -0.441
H 0.90539 -2.03263 1.20594 -0.034 -0.281 0.477
H 0.99685 -3.14544 2.27784 0.185 0.041 0.240
O 0.51385 4.15139 0.38232 0.570 -0.360 0.116
H 0.39150 4.56158 1.25494 0.004 0.169 -0.114
H -0.22488 3.51128 0.30648 -0.443 0.220 0.019
O -2.05869 -2.90176 -0.42766 0.395 -0.204 -0.168
H -2.09404 -2.16222 0.18469 -0.166 0.116 0.042
H -2.44950 -3.63964 0.05985 -0.063 -0.062 -0.190
O 1.05923 0.41496 2.83921 0.372 0.221 -0.524
H 1.50173 -0.44865 2.72305 -0.207 -0.101 0.260
H 0.41550 0.47260 2.10663 0.134 -0.066 0.351
O -3.00198 -1.62099 -3.36541 0.482 0.055 0.143
H -3.14410 -0.71820 -3.03719 -0.107 -0.022 -0.030
H -3.86867 -1.90048 -3.68784 0.124 -0.171 -0.080
O -3.24897 1.07463 -1.96260 0.228 -0.221 0.200
H -3.77768 1.14655 -1.15763 -0.261 -0.092 -0.222
H -2.39220 0.71001 -1.68411 -0.201 0.292 0.010
O 4.43586 1.09330 -0.70196 0.125 0.120 -0.065
H 3.83325 0.35376 -0.75979 -0.226 -0.268 0.046
H 5.14966 0.78874 -0.12275 0.021 0.249 -0.049
O 2.78822 2.44606 1.30784 0.044 -0.083 0.039
H 3.22283 2.79863 2.10312 -0.114 0.219 -0.057
H 2.22591 1.72135 1.63579 -0.149 0.093 0.175
O -1.78405 2.81692 0.71510 0.239 -0.555 -0.056
H -1.45307 1.90200 0.77742 -0.256 0.324 0.055
H -2.62493 2.74360 0.24683 0.004 0.388 -0.058
```
Forces are in eV/Å.